Record 1
This record from the OMol25 dataset describes 3 unconnected molecules or ions with the total composition C7H18NO3 at a distorted geometry. The level of theory is ωB97M-V/def2-TZVPD.

```
! RIJCOSX wB97M-V def2-TZVPD def2/J DEFGRID3
* xyz 1 1
C 3.89295 0.87071 -0.88662
C -0.47016 -2.95589 0.68112
C -3.25783 -0.02752 -1.30143
C -0.77222 1.84132 1.07152
C 3.14905 1.22969 0.34018
C -0.34453 -2.12436 -0.54702
C -2.29418 0.37273 -0.19004
N -1.42883 1.39795 -0.14297
O -2.67119 -0.14431 0.95660
O 1.78520 0.97280 0.34151
O -1.00729 -1.12007 -0.79151
H 3.79077 1.41202 -1.82236
H 4.98392 0.97713 -0.55724
H 3.71970 -0.15209 -1.02524
H -0.22972 -4.00235 0.59417
H -1.36064 -2.83932 1.37105
H 0.41275 -2.51150 1.25670
H -4.32177 -0.05699 -0.86260
H -3.35698 0.62303 -2.07583
H -3.00911 -1.01893 -1.60128
H -0.50476 2.80453 1.00316
H -1.59014 1.74131 1.90940
H 0.20416 1.27533 1.39355
H 3.33357 2.32287 0.60539
H 3.59002 0.62425 1.17344
H 0.36294 -2.45079 -1.22738
H -0.92725 1.71280 -0.90676
H 1.75112 -0.00926 0.31886
H -3.42954 -0.76508 0.92163
*
```

Its energy above the lowest of the compared OMol25 structures with the same formula, charge and spin is 33.82 kcal per mole. The value obtained for the LUMO energy is -2.93 eV. For the HOMO-LUMO gap, the calculation gives 10.553 eV.

Record 2
This record from the OMol25 dataset describes a molecular structure, C24H28IN2O2P2Pt. The level of theory is ωB97M-V/def2-TZVPD.

```
! RIJCOSX wB97M-V def2-TZVPD def2/J DEFGRID3
* xyz 1 1
Pt -1.24170 -0.12357 -0.54928
C 2.39268 2.73125 -2.21664
C 2.14386 2.69157 -0.74098
N 3.04992 3.16078 0.06333
C 2.82688 3.13688 1.40329
C 1.69688 2.63080 1.96796
C 1.56888 2.64416 3.47048
O 0.43728 3.37329 3.93945
C 0.69182 2.05578 1.12152
C -0.48849 1.57334 1.77427
N -1.34339 0.69149 1.35212
C -2.47927 0.40369 2.16117
C -2.37688 0.26561 3.54096
C -3.50612 0.01608 4.30587
C -4.74801 -0.10269 3.70281
C -4.86330 0.01612 2.32478
C -3.73083 0.25597 1.56908
I -3.89723 0.43757 -0.51739
C 0.89986 2.08549 -0.28533
O 0.10558 1.65314 -1.18916
H 3.28806 3.31349 -2.41599
H 1.54144 3.16432 -2.74339
H 2.52699 1.71791 -2.60651
H 3.61558 3.54873 2.02159
H 2.49130 3.04025 3.90068
H 1.44254 1.63289 3.86507
H 0.55381 4.30072 3.70735
H -0.68572 2.01492 2.74838
H -1.40612 0.34534 4.01333
H -3.41090 -0.09079 5.37771
H -5.62933 -0.29598 4.29836
H -5.82920 -0.08148 1.84799
C -0.86298 0.53246 -3.79229
P -0.87114 -0.85083 -2.63273
C -1.97671 -2.09553 -3.33956
C 0.77637 -1.59861 -2.64759
C 1.54320 -1.75357 -3.79641
C 2.78649 -2.36188 -3.71458
C 3.25708 -2.83028 -2.49533
C 2.49224 -2.68702 -1.34774
C 1.25214 -2.06110 -1.41803
P 0.18456 -1.77654 0.02524
C -0.50275 -3.39646 0.45873
C 1.28564 -1.39721 1.40989
H -0.12097 1.24757 -3.44143
H -1.84505 1.00590 -3.78231
H -0.64080 0.21036 -4.81032
H -1.61490 -2.42024 -4.31565
H -2.97562 -1.67246 -3.45055
H -2.03591 -2.95695 -2.67561
H 1.18468 -1.39190 -4.75224
H 3.39281 -2.46798 -4.60397
H 4.22874 -3.30212 -2.43815
H 2.87665 -3.05043 -0.40305
H 0.29965 -4.10350 0.67681
H -1.10294 -3.77925 -0.36514
H -1.14282 -3.29137 1.33492
H 2.01000 -2.19838 1.55800
H 0.68336 -1.30443 2.31521
H 1.80213 -0.45530 1.23102
*
```

Its energy above the lowest of the compared OMol25 structures with the same formula, charge and spin is 2.76 kcal per mole. The value obtained for the LUMO energy is -2.93 eV. For the HOMO-LUMO gap, the calculation gives 7.125 eV.

Record 3
This record from the OMol25 dataset describes 12 unconnected molecules or ions with the total composition C29H53N3O34S5 at a distorted geometry. The level of theory is ωB97M-V/def2-TZVPD.

```
! RIJCOSX wB97M-V def2-TZVPD def2/J DEFGRID3
* xyz 1 2
C 0.66811 -2.99079 4.87956
N 0.60320 -1.56123 5.24676
O 0.07889 -0.70625 4.52282
O 1.01979 -1.26997 6.32022
H 1.62391 -3.47763 5.07326
H 0.46872 -3.00863 3.80810
H -0.14220 -3.50826 5.39310
C 4.83163 -1.85699 2.78428
N 3.52062 -1.72301 2.13858
O 3.35120 -0.84082 1.30482
O 2.59147 -2.44485 2.43262
H 5.50027 -2.66731 2.49373
H 4.61440 -2.07053 3.83085
H 5.39239 -0.92248 2.76598
C -4.56549 -1.32433 -0.91450
N -4.37577 -0.00741 -1.54555
O -5.33023 0.71543 -1.86995
O -3.19829 0.38185 -1.87048
H -5.63505 -1.47722 -0.77038
H -4.04233 -1.36204 0.04100
H -4.10640 -1.95739 -1.67383
O 0.91467 0.06339 -2.07555
C 0.38044 0.20166 -0.92586
O 0.34423 -0.88329 -0.17574
C -0.14019 -0.61287 1.12714
C 0.06210 0.91185 1.17975
C -0.24274 1.39731 -0.25397
H 0.38106 -1.17904 1.89905
H -1.19067 -0.90189 1.15949
H 1.04937 1.16886 1.56361
H -0.60740 1.50722 1.80056
H 0.16466 2.36980 -0.53037
H -1.31179 1.47946 -0.45012
O -0.25099 -4.11217 -2.97182
C -1.09021 -3.57329 -3.67576
O -1.34794 -3.97446 -4.91679
C -2.15119 -3.02878 -5.63932
C -2.76198 -2.16444 -4.51197
C -1.80271 -2.25987 -3.32676
H -2.89261 -3.62571 -6.17041
H -1.65896 -2.40607 -6.38634
H -3.67394 -2.64225 -4.15402
H -3.01769 -1.22099 -4.99428
H -2.20563 -2.22015 -2.31474
H -1.04508 -1.47627 -3.31721
O 5.62810 0.65813 5.15969
C 4.58442 1.05200 4.67322
O 4.61584 1.68447 3.51192
C 3.42523 2.13489 3.02444
C 2.52581 1.97580 4.17829
C 3.14160 0.95146 5.11776
H 3.18458 1.70305 2.05299
H 3.61303 3.20061 2.89379
H 1.58431 1.60911 3.76938
H 2.33271 2.86704 4.77536
H 2.83045 -0.04896 4.81702
H 3.02437 1.11389 6.18920
O 2.00822 4.67051 1.52560
C 0.83759 4.67267 1.88577
O 0.32312 4.20395 3.05482
C -1.01302 4.47988 3.25629
C -1.51465 4.51679 1.76777
C -0.30837 5.09425 1.03282
H -1.18765 5.46005 3.70000
H -1.54448 3.76230 3.88137
H -2.35684 5.20686 1.71669
H -1.76845 3.56646 1.29813
H -0.39019 6.16588 0.85112
H -0.20647 4.70762 0.01880
C 1.15657 0.92319 -5.46213
C -0.26670 0.58328 -5.90690
O -0.25157 -0.72144 -6.52028
S 1.19629 -1.45137 -6.51995
O 1.52987 -1.98372 -7.85093
O 1.24851 -2.33483 -5.36778
O 1.92191 0.00800 -6.24595
H 1.28477 0.80148 -4.38656
H 1.58404 1.90272 -5.67633
H -0.70564 1.30663 -6.59406
H -0.90435 0.42984 -5.03628
C -3.83801 1.70546 4.86954
C -2.88512 0.77911 4.25273
O -3.55182 0.25113 3.15076
S -4.47306 1.41748 2.41744
O -5.77261 0.89925 2.02805
O -3.74127 2.07747 1.32787
O -4.50452 2.32421 3.75848
H -3.46429 2.42369 5.59932
H -4.62800 1.22661 5.44810
H -2.66977 -0.09664 4.86492
H -1.94558 1.24430 3.95447
C 0.61139 -4.38936 0.19784
C -0.30495 -5.65983 0.06894
O -1.46229 -5.40551 0.87022
S -1.42876 -3.93942 1.62939
O -1.67884 -3.99497 3.07240
O -2.24474 -2.96053 0.82699
O 0.21810 -3.76165 1.36690
H 0.68615 -3.76812 -0.69466
H 1.62119 -4.75079 0.39222
H 0.22215 -6.53933 0.43872
H -0.41371 -5.95817 -0.97378
C -2.66340 4.91392 -3.46391
C -2.74013 3.81062 -2.33241
O -1.42875 3.74131 -1.77132
S -0.29116 4.31883 -2.82105
O 0.63935 3.28968 -3.31012
O 0.29665 5.51315 -2.23184
O -1.37108 4.79429 -3.96676
H -2.74482 5.90133 -3.00950
H -3.47560 4.87916 -4.19002
H -3.12130 2.89257 -2.77962
H -3.33277 4.01684 -1.44115
C 3.03384 -2.48488 -1.88150
C 3.73025 -1.46745 -2.68508
O 5.14148 -1.68758 -2.67215
S 5.61340 -2.80154 -1.59834
O 5.84350 -2.14916 -0.28696
O 6.59368 -3.71132 -2.17674
O 4.08610 -3.41884 -1.59381
H 2.18296 -2.88193 -2.43508
H 2.81316 -2.07240 -0.89699
H 3.43076 -0.43295 -2.51713
H 3.47574 -1.69870 -3.71942
*
```

The value obtained for the LUMO energy (spin up / spin down) is -4.15 / -9.36 eV. As for the expectation value of S²: 0.756. For the HOMO-LUMO gap (spin up / spin down), the calculation gives 7.289 / 2.085 eV.

Record 4
This record from the OMol25 dataset describes a molecular structure, C3H6N4O at a distorted geometry. The level of theory is ωB97M-V/def2-TZVPD.

```
! RIJCOSX wB97M-V def2-TZVPD def2/J DEFGRID3
* xyz 0 1
C -0.61512 -0.82483 0.17189
C 0.26446 0.32820 0.04432
N -1.86241 -0.92964 -0.28256
N -0.03725 1.19157 -1.06749
N 0.66409 0.96581 1.25834
N 0.13165 -1.88983 0.54636
C 1.30118 -1.33590 0.26057
O 2.45243 -1.53834 0.10066
H -2.35689 -0.09993 -0.56735
H -2.31295 -1.82859 -0.32735
H 0.30988 2.13274 -0.93686
H 0.30612 0.83361 -1.95173
H 1.64634 1.20502 1.28051
H 0.10845 1.79012 1.47069
*
```

Its energy above the lowest of the compared OMol25 structures with the same formula, charge and spin is 45.15 kcal per mole. The value obtained for the LUMO energy is 0.66 eV. For the HOMO-LUMO gap, the calculation gives 8.452 eV.